Entry 1
DFT (wB97M-V/def2-TZVPD) results for a cluster of 2 separate species, C5H11N3O in total.

Geometry (Å):
C 1.50 0.43 1.41
C 0.98 -0.47 0.59
C 1.23 -0.51 -1.09
N 1.95 -1.68 -1.45
O 0.03 -0.45 -1.74
H 1.51 0.30 2.48
H 1.87 1.37 1.04
H 0.52 -1.39 0.94
H 1.86 0.38 -1.27
H 2.78 -1.80 -0.88
H 1.36 -2.50 -1.42
H -0.57 0.30 -1.22
H -0.24 2.73 -0.79
N -0.88 2.45 -0.04
N -1.20 1.25 -0.20
C -2.11 0.73 0.71
C -2.60 -0.49 0.52
H -2.43 1.39 1.52
H -2.26 -1.11 -0.30
H -3.32 -0.92 1.21

Values from the calculation:
Highest occupied orbital energy ... -8.6 eV
SMILES ... C=C[C@@H](N)O.[H]/N=N/C=C

=====

Entry 2
DFT (wB97M-V/def2-TZVPD) results for a structure of composition C5H11N3O.

Geometry (Å):
C 2.37 0.82 0.47
N -0.76 -0.58 -1.34
C -1.44 0.47 -0.21
C 1.28 -0.16 0.14
N -1.76 -0.11 1.01
N 1.21 -1.26 0.97
C 0.35 0.15 -0.83
C -2.03 1.57 -0.69
O -0.75 -1.95 -0.88
H -1.29 -2.39 -1.54
H -2.74 -0.30 1.13
H -1.19 -0.89 1.30
H 0.67 -2.04 0.61
H 2.07 -1.55 1.41
H 0.59 0.98 -1.48
H 2.25 1.19 1.50
H 2.36 1.67 -0.21
H 3.36 0.35 0.40
H -2.76 2.10 -0.09
H -1.79 1.96 -1.66

Values from the calculation:
Highest occupied orbital energy ... -6.7 eV

=====

Entry 3
DFT (wB97M-V/def2-TZVPD) results for an isolated molecule of C5H11N3O.

Geometry (Å):
C -2.23 0.30 -1.10
C -0.93 0.24 -0.79
C 0.15 0.54 -1.79
C -0.49 -1.07 0.32
N 0.72 -0.76 0.94
N 1.86 -1.49 0.55
C 0.91 0.42 1.72
N -0.15 1.24 1.61
O 2.03 0.67 2.13
H -2.99 0.02 -0.39
H -2.58 0.66 -2.06
H 0.81 1.30 -1.39
H 0.78 -0.33 -1.97
H -0.26 0.87 -2.75
H -1.32 -1.06 1.02
H -0.39 -1.96 -0.29
H 2.59 -0.81 0.32
H 2.20 -1.97 1.39
H -0.71 1.06 0.50
H 0.02 2.14 2.03

Values from the calculation:
Highest occupied orbital energy ... -8.9 eV
SMILES ... C=C(C)CN(N)C(N)=O

=====

Short version: entry 3 is the most stable of them.

=====

Entry 1
DFT (wB97M-V/def2-TZVPD) results for a cluster of 2 separate species, C3H5N2O in total.

Geometry (Å):
C 1.95 0.66 0.28
C -1.62 -0.58 -0.06
C 0.40 -0.72 -0.93
N 1.41 -0.11 -0.53
N 2.45 1.38 1.06
O -2.29 0.22 0.81
H -1.44 -1.55 0.38
H -2.00 -0.58 -1.08
H 0.46 -1.47 -1.70
H -2.66 1.02 0.41
H 3.35 1.72 1.37

Values from the calculation:
Charge ... +1
Highest occupied orbital energy ... -13.7 eV

=====

Entry 2
DFT (wB97M-V/def2-TZVPD) results for a cluster of 2 separate species, C3H5N2O in total.

Geometry (Å):
C -0.80 -0.41 1.19
C 1.76 1.04 -1.34
C -1.62 0.16 -0.81
N -0.61 0.09 2.22
N -1.29 -0.88 0.04
O 0.58 0.98 -1.33
H 2.47 1.43 -2.17
H 2.25 0.43 -0.48
H -1.63 1.09 -0.30
H -0.17 0.90 2.64
H -1.51 -1.95 -0.14

Values from the calculation:
Charge ... +1
Highest occupied orbital energy ... -14.1 eV

=====

Entry 3
DFT (wB97M-V/def2-TZVPD) results for a cluster of 2 separate species, C3H5N2O in total.

Geometry (Å):
C -2.42 0.48 0.08
C 2.29 0.87 -0.01
C 0.37 -0.70 -0.23
N -1.32 0.88 -0.16
N 1.42 0.00 -0.02
O -0.09 -1.83 -0.02
H -2.86 -0.55 0.14
H -3.18 1.32 0.12
H 2.74 1.41 0.78
H 2.89 1.24 -0.97
H 0.47 -2.44 0.38

Values from the calculation:
Charge ... +1
Highest occupied orbital energy (alpha / beta) ... -14.2 / -14.0 eV

=====

Short version: entry 1 is the most stable of them.

=====

Entry 1
DFT (wB97M-V/def2-TZVPD) results for an isolated molecule of C5H8S.

Geometry (Å):
C -1.22 -1.68 1.91
C -0.85 -1.40 0.82
C -0.35 -1.13 -0.53
C 0.71 -0.07 -0.62
C 0.02 1.25 -0.38
S 0.96 2.84 -0.54
H -1.36 -2.00 2.95
H -0.13 -2.14 -0.92
H -1.12 -0.67 -1.14
H 1.22 -0.07 -1.60
H 1.47 -0.29 0.18
H -0.43 1.22 0.61
H -0.80 1.36 -1.16
H 1.90 2.77 0.43

Values from the calculation:
Highest occupied orbital energy ... -9.1 eV
SMILES ... C#CCCCS

=====

Entry 2
DFT (wB97M-V/def2-TZVPD) results for a structure of composition C5H8S.

Geometry (Å):
C 0.86 -0.64 1.08
C 0.99 0.03 2.23
C -0.47 -0.11 0.63
C -0.32 -0.20 -1.87
C -0.50 0.70 -0.65
S -0.53 0.93 2.18
H 1.50 -1.35 0.59
H 1.72 0.07 3.01
H -1.27 -0.85 0.66
H 0.63 -0.72 -1.82
H -0.34 0.40 -2.78
H -1.12 -0.93 -1.93
H -1.45 1.23 -0.71
H 0.30 1.44 -0.62

Values from the calculation:
Highest occupied orbital energy ... -8.3 eV

=====

Short version: entry 2 is the most stable of them.

=====

Entry 1
DFT (wB97M-V/def2-TZVPD) results for an isolated molecule of C5H8S.

Geometry (Å):
C -0.80 -0.55 -1.31
C -0.30 0.28 -0.37
C -0.57 1.77 -0.34
C 0.48 -0.22 0.79
C 0.96 -1.60 1.01
S 2.24 -0.44 0.69
H -0.54 -1.59 -1.44
H -1.41 -0.05 -2.09
H 0.32 2.38 -0.59
H -0.96 1.95 0.68
H -1.36 2.07 -1.06
H 0.20 0.28 1.72
H 0.96 -1.93 2.03
H 0.78 -2.35 0.26

Values from the calculation:
Highest occupied orbital energy ... -8.7 eV
SMILES ... C=C(C)[C@H]1CS1

=====

Entry 2
DFT (wB97M-V/def2-TZVPD) results for an isolated molecule of C5H8S.

Geometry (Å):
C -1.04 1.65 -0.52
C -0.46 0.29 -0.75
S -0.74 -0.45 -2.35
C 0.25 -0.45 0.18
C 1.15 -1.17 1.68
C 0.90 -1.77 0.31
H -0.86 1.95 0.51
H -2.11 1.64 -0.71
H -0.57 2.38 -1.18
H -1.03 0.70 -2.96
H 2.06 -0.61 1.85
H 0.47 -1.33 2.49
H 1.78 -1.96 -0.30
H 0.23 -2.64 0.30

Values from the calculation:
Highest occupied orbital energy ... -8.2 eV
SMILES ... CC(S)=C1CC1

=====

Short version: entry 1 is the most stable of them.

=====

Entry 1
DFT (wB97M-V/def2-TZVPD) results for a structure of composition C5H8S.

Geometry (Å):
C -0.75 -0.24 0.01
C -0.22 0.32 -1.04
C 0.40 -0.93 0.74
C -0.76 1.12 -2.18
C 0.93 -0.44 2.10
S 1.51 -0.54 -0.77
H -1.82 -0.10 0.29
H 0.35 -2.04 0.70
H -0.06 1.99 -2.37
H -1.79 1.31 -1.72
H -0.86 0.53 -3.13
H -0.01 -0.33 2.72
H 1.53 0.45 2.07
H 1.56 -1.11 2.61

Values from the calculation:
Highest occupied orbital energy ... -8.3 eV

=====

Entry 2
DFT (wB97M-V/def2-TZVPD) results for a cluster of 2 separate species, C5H8S in total.

Geometry (Å):
C -0.39 -2.80 0.19
C -0.63 -1.71 -0.20
C 1.55 0.66 -0.24
C 0.25 1.21 0.30
C -0.83 0.38 -0.37
S -2.51 0.58 0.09
H 0.02 -3.76 0.26
H 1.62 -0.44 -0.48
H 2.32 0.97 0.41
H 1.89 1.08 -1.22
H -0.13 2.27 -0.03
H 0.04 1.16 1.33
H -0.84 0.24 -1.49
H -2.36 0.15 1.45

Values from the calculation:
Highest occupied orbital energy ... -9.2 eV

=====

Entry 3
DFT (wB97M-V/def2-TZVPD) results for a structure of composition C5H8S.

Geometry (Å):
C 0.30 1.31 0.36
C -0.35 0.73 1.56
C 0.40 0.55 -0.66
C -0.22 -1.81 -2.78
C 0.07 0.95 2.79
S -0.97 -1.23 -1.40
H 0.79 2.29 0.44
H -1.25 0.00 1.31
H 0.86 0.82 -1.63
H 0.64 -2.44 -2.52
H -0.40 -1.01 -3.46
H 1.01 1.60 2.85
H -0.26 0.35 3.69
H -0.61 -2.12 -0.55

Values from the calculation:
Highest occupied orbital energy (alpha / beta) ... -7.4 / -7.5 eV

=====

Short version: entry 1 is the most stable of them.

=====

Entry 1
DFT (wB97M-V/def2-TZVPD) results for an isolated molecule of C5H8S.

Geometry (Å):
C -0.15 1.56 0.41
C 0.67 0.53 0.19
C 2.16 0.73 -0.14
S 3.68 -0.11 -0.37
C 0.18 -0.91 0.26
C -1.26 -1.12 -0.43
H 0.16 2.58 0.67
H -1.15 1.19 0.74
H 2.27 1.86 -0.18
H 0.91 -1.61 -0.30
H 0.10 -1.04 1.34
H -1.45 -2.12 -0.40
H -1.30 -0.70 -1.37
H -1.97 -0.44 0.03

Values from the calculation:
Highest occupied orbital energy ... -8.7 eV
SMILES ... C=C(C=S)CC

=====

Entry 2
DFT (wB97M-V/def2-TZVPD) results for an isolated molecule of C5H8S.

Geometry (Å):
C -1.57 1.17 1.15
C -0.30 0.63 0.52
C 0.19 -0.45 -0.35
C 0.83 1.58 0.91
C -0.72 -1.53 -0.83
S 1.81 -0.42 -0.96
H -2.34 0.38 1.21
H 1.55 1.72 0.10
H 1.37 1.19 1.77
H 0.42 2.55 1.18
H -0.28 -2.51 -0.64
H -0.92 -1.44 -1.90
H -1.67 -1.48 -0.29
H 1.62 -1.39 -1.87

Values from the calculation:
Highest occupied orbital energy (alpha / beta) ... -8.3 / -8.2 eV

=====

Entry 3
DFT (wB97M-V/def2-TZVPD) results for an isolated molecule of C5H8S.

Geometry (Å):
C 0.27 1.88 -0.79
C -0.08 0.73 -0.13
C -0.50 0.58 1.31
C 0.26 -0.67 -0.82
C -0.03 -2.11 -0.31
S 0.58 -2.69 1.07
H 0.50 1.68 -1.79
H 0.12 2.88 -0.37
H 0.10 -0.03 2.03
H -1.42 0.15 1.35
H -0.59 1.61 2.00
H -0.10 -0.63 -1.80
H 1.46 -0.60 -0.85
H -0.57 -2.78 -0.89

Values from the calculation:
Highest occupied orbital energy ... -8.8 eV
SMILES ... C=C(C)CC=S

=====

Entry 4
DFT (wB97M-V/def2-TZVPD) results for a cluster of 2 separate species, C5H8S in total.

Geometry (Å):
C 2.14 0.53 -0.47
C -0.82 -1.00 0.22
C 0.90 0.82 0.16
C -0.39 0.17 -0.51
C -1.94 -1.11 0.80
S 3.33 -0.40 0.18
H 2.32 0.95 -1.46
H 0.80 0.55 1.19
H 0.73 1.84 0.29
H -0.07 -0.22 -1.53
H -1.13 1.03 -0.50
H -2.92 0.67 0.56
H -2.59 -1.91 1.02
H -0.37 -1.92 0.05

Values from the calculation:
Highest occupied orbital energy ... -8.8 eV

=====

Short version: entry 1 is the most stable of them.

=====

Entry 1
DFT (wB97M-V/def2-TZVPD) results for an isolated molecule of C5H8S.

Geometry (Å):
C -1.69 -0.15 0.44
C -0.47 0.09 -0.36
C 0.85 -0.98 -0.23
C 1.83 0.27 -0.28
S 3.35 0.00 0.21
C 0.60 1.17 -0.08
H -2.20 -1.13 0.03
H -1.76 -0.05 1.69
H -2.41 0.63 0.19
H -0.81 0.02 -1.54
H 0.91 -1.56 0.61
H 1.13 -1.68 -1.00
H 0.21 2.27 -0.68
H 0.47 1.11 1.00

Values from the calculation:
Highest occupied orbital energy ... -8.4 eV
SMILES ... CC1CC(=S)C1

=====

Entry 2
DFT (wB97M-V/def2-TZVPD) results for an isolated molecule of C5H8S.

Geometry (Å):
C -1.64 0.22 1.98
C -1.47 -0.41 0.80
C -0.39 -0.24 -0.14
C -0.28 -0.85 -1.35
S 0.77 0.99 0.38
C 2.07 0.75 -0.84
H -2.49 0.26 2.65
H -0.90 0.89 2.35
H -2.27 -1.09 0.58
H 0.67 -0.89 -1.96
H -0.85 -1.63 -1.64
H 2.73 1.43 -0.41
H 1.62 0.83 -1.79
H 2.43 -0.25 -0.61

Values from the calculation:
Highest occupied orbital energy ... -8.3 eV
SMILES ... C=CC(=C)SC

=====

Short version: entry 2 is the most stable of them.

=====

Entry 1
DFT (wB97M-V/def2-TZVPD) results for a cluster of 2 separate species, C5H8O2 in total.

Geometry (Å):
O -2.06 0.37 -0.80
C -0.86 0.38 -0.73
C 0.27 0.13 -1.75
C 1.25 0.51 -0.64
C 1.05 -0.40 0.52
C 0.10 0.77 0.35
H 0.35 -0.88 -2.17
H 0.21 0.86 -2.56
H 2.13 1.12 -0.76
H 1.74 -0.28 1.36
H 0.68 -1.41 0.39
H -0.04 1.54 1.10
O -1.62 -1.29 1.95
H -1.13 -0.65 2.47
H -2.07 -0.76 1.28

Values from the calculation:
Highest occupied orbital energy ... -9.9 eV
SMILES ... O=C1C[C@@H]2C[C@H]12.O

=====

Entry 2
DFT (wB97M-V/def2-TZVPD) results for a cluster of 2 separate species, C5H8O2 in total.

Geometry (Å):
C -0.29 2.09 0.16
C -0.05 0.70 -0.39
O -0.38 0.72 -1.77
C 2.18 -1.83 0.22
O 1.18 -2.34 -0.45
C -0.86 -0.31 0.33
C -1.53 -1.14 0.90
H 0.34 2.80 -0.39
H -0.05 2.14 1.22
H -1.34 2.37 0.01
H -0.10 -0.12 -2.16
H 1.73 -1.44 1.18
H 1.01 0.44 -0.26
H 0.30 -2.25 -0.02
H -2.16 -1.83 1.41

Values from the calculation:
Highest occupied orbital energy ... -8.8 eV

=====

Entry 3
DFT (wB97M-V/def2-TZVPD) results for a structure of composition C5H8O2.

Geometry (Å):
O 2.04 -1.02 -0.27
C 0.97 -0.41 0.40
C 0.62 1.03 -0.08
C -0.83 0.76 -0.61
C -1.45 0.15 0.63
C -0.35 -1.01 0.06
O -0.69 -0.53 -1.24
H 1.79 -1.02 -1.20
H 1.15 -0.50 1.48
H 0.64 1.77 0.73
H 1.31 1.32 -0.87
H -1.26 1.53 -1.25
H -1.43 0.78 1.53
H -2.06 -0.72 0.63
H -0.44 -2.12 0.07

Values from the calculation:
Highest occupied orbital energy ... -9.3 eV

=====

Entry 4
DFT (wB97M-V/def2-TZVPD) results for an isolated molecule of C5H8O2.

Geometry (Å):
C -1.51 -1.69 0.29
C -0.89 -0.62 -0.18
C -1.04 0.58 -1.02
C 0.31 0.21 -0.44
O 1.28 -0.24 -1.34
C 0.91 1.08 0.64
O 2.03 0.44 1.22
H -2.57 -1.83 0.09
H -1.01 -2.46 0.87
H -1.17 0.44 -2.09
H -1.54 1.46 -0.61
H 2.05 -0.45 -0.79
H 0.15 1.35 1.39
H 1.29 2.00 0.18
H 1.70 -0.26 1.80

Values from the calculation:
Highest occupied orbital energy ... -9.7 eV
SMILES ... C=C1C[C@@]1(O)CO

=====

Short version: entry 1 is the most stable of them.

=====

Entry 1
DFT (wB97M-V/def2-TZVPD) results for a cluster of 2 separate species, C5H11BO in total.

Geometry (Å):
B 2.15 -1.83 -0.28
C 0.13 1.22 0.04
C -0.14 -0.03 0.08
C 1.57 1.74 -0.18
C -2.61 0.04 0.26
C -1.35 -0.84 0.21
O 1.47 -1.23 0.61
H 2.05 -1.73 -1.55
H 3.14 -2.49 0.15
H -0.64 1.99 -0.11
H 1.62 2.81 -0.01
H 2.43 1.39 0.39
H 1.83 1.38 -1.21
H -2.99 -0.17 1.25
H -3.47 -0.30 -0.43
H -2.43 1.07 0.21
H -1.51 -1.56 -0.53
H -1.26 -1.45 1.10

Values from the calculation:
Highest occupied orbital energy ... -9.0 eV

=====

Entry 2
DFT (wB97M-V/def2-TZVPD) results for an isolated molecule of C5H11BO.

Geometry (Å):
C 2.58 -0.18 -0.36
C 1.34 -0.59 0.53
B -0.03 0.15 0.10
C -0.03 1.63 -0.27
O 0.25 2.45 0.51
C -1.34 -0.64 0.44
C -2.57 -0.31 -0.31
H 2.84 0.91 -0.41
H 3.47 -0.72 -0.09
H 2.11 -0.44 -1.36
H 1.32 -1.64 0.57
H 1.49 -0.20 1.50
H -0.21 2.08 -1.35
H -1.38 -0.19 1.50
H -1.16 -1.68 0.46
H -2.63 0.74 -0.32
H -2.58 -0.78 -1.34
H -3.46 -0.59 0.22

Values from the calculation:
Highest occupied orbital energy ... -9.2 eV
SMILES ... CCB(C=O)CC

=====

Short version: entry 2 is the most stable of them.

=====

Entry 1
DFT (wB97M-V/def2-TZVPD) results for an isolated molecule of C5H6O.

Geometry (Å):
C 1.87 -0.02 0.89
C 1.49 -0.68 -0.04
C 0.41 -0.92 -1.01
C -0.64 -0.43 0.01
C -1.09 1.01 0.14
O -1.03 -1.26 0.81
H 1.95 0.53 1.80
H 0.63 -0.33 -1.91
H 0.15 -1.94 -1.28
H -2.15 0.98 -0.11
H -0.58 1.75 -0.49
H -1.01 1.30 1.19

Values from the calculation:
Highest occupied orbital energy ... -9.6 eV
SMILES ... C#CCC(C)=O

=====

Entry 2
DFT (wB97M-V/def2-TZVPD) results for an isolated molecule of C5H6O.

Geometry (Å):
C -1.83 2.22 0.10
C -0.92 1.44 -0.03
C 0.38 0.83 -0.02
O 0.99 0.27 -1.18
C 0.91 -0.54 0.00
C 0.15 -1.84 -0.09
H -2.28 3.11 0.44
H 0.84 1.62 0.57
H 1.86 -0.60 0.53
H -0.79 -1.70 -0.63
H -0.06 -2.23 0.92
H 0.76 -2.58 -0.62

Values from the calculation:
Highest occupied orbital energy ... -9.8 eV
SMILES ... C#C[C@@H]1O[C@@H]1C

=====

Short version: entry 1 is the most stable of them.

=====

Entry 1
DFT (wB97M-V/def2-TZVPD) results for an isolated molecule of C5H6O.

Geometry (Å):
C -0.79 -0.31 -1.63
C 0.08 -0.61 -2.55
C -0.48 0.64 -0.49
C -0.18 -0.09 0.80
C 1.19 -0.28 1.24
O 0.37 0.72 1.82
H -1.76 -0.82 -1.71
H -1.33 1.32 -0.34
H 0.39 1.26 -0.76
H -0.94 -0.80 1.14
H 2.01 0.08 0.61
H 1.44 -1.12 1.89

Values from the calculation:
Highest occupied orbital energy ... -10.3 eV

=====

Entry 2
DFT (wB97M-V/def2-TZVPD) results for an isolated molecule of C5H6O.

Geometry (Å):
C 1.12 1.40 -0.67
C -0.37 1.21 -0.36
C -0.65 -0.19 -0.05
C -0.73 -1.33 0.34
C -0.74 -2.61 1.01
O 0.27 -3.20 1.29
H 1.72 0.96 0.13
H 1.39 0.90 -1.61
H 1.36 2.47 -0.76
H -1.02 1.59 -1.16
H -0.62 1.77 0.55
H -1.74 -2.99 1.29

Values from the calculation:
Highest occupied orbital energy ... -10.3 eV
SMILES ... CCC#CC=O

=====

Short version: entry 2 is the most stable of them.

=====

Entry 1
DFT (wB97M-V/def2-TZVPD) results for an isolated molecule of C5H6O.

Geometry (Å):
C 1.14 -1.21 -0.17
C 1.32 0.12 -0.17
C 0.39 1.07 0.44
C -0.94 0.89 0.46
C -1.61 -0.21 -0.25
O -2.69 -0.68 0.07
H 1.75 -1.86 -0.77
H 0.36 -1.68 0.42
H 2.17 0.53 -0.69
H 0.80 1.99 0.84
H -1.59 1.59 0.98
H -1.10 -0.56 -1.16

Values from the calculation:
Highest occupied orbital energy ... -9.5 eV
SMILES ... C=C/C=C\C=O

=====

Entry 2
DFT (wB97M-V/def2-TZVPD) results for a cluster of 2 separate species, C5H6O in total.

Geometry (Å):
C 0.79 -1.17 0.69
C -0.68 -1.13 1.05
C -1.60 -0.61 0.27
O -2.42 -0.13 -0.42
H 1.15 -2.20 0.65
H 1.38 -0.63 1.44
H 0.97 -0.70 -0.28
H -1.04 -1.54 1.99
C -0.23 2.00 -1.25
C 0.96 2.06 -1.44
H -1.29 1.93 -1.09
H 2.01 2.13 -1.61

Values from the calculation:
Highest occupied orbital energy ... -8.9 eV
SMILES ... CC=C=O.C#C

=====

Short version: entry 1 is the most stable of them.